A cluster of 6 separate species, C48H101Br2N3O9P in total, computed with the ωB97M-V functional and the def2-TZVPD basis.

The net charge is +1. The total energy comes out at -8219.966422 hartree.

Each atom is followed by the atoms it is bonded to, with distances in Å.
Geometry (Å):
1 C -0.29 -6.12 0.10  C2 1.196, H39 1.062
2 C -0.76 -5.10 -0.31  C1 1.196, C3 1.451
3 C -1.32 -3.87 -0.82  C2 1.451, C4 1.525, H40 1.092, H41 1.088
4 C -0.41 -3.24 -1.88  C3 1.525, C5 1.527, H42 1.088, H43 1.088
5 C 0.95 -2.79 -1.34  C4 1.527, N6 1.459, H44 1.088, H45 1.078
6 N 0.91 -2.14 -0.04  C5 1.459, C7 1.314, H46 1.013
7 C 1.02 -0.85 0.21  N6 1.314, N8 1.343, N35 1.360
8 N 0.87 -0.42 1.48  C7 1.343, O9 1.396, C14 1.504
9 O 0.92 -1.44 2.42  N8 1.396, C10 1.447
10 C 2.27 -1.94 2.64  O9 1.447, C11 1.517, H47 1.091, H48 1.082
11 C 2.24 -2.80 3.89  C10 1.517, C12 1.528, H49 1.089, H50 1.091
12 C 1.97 -4.28 3.64  C11 1.528, C13 1.525, H51 1.089, H52 1.089
13 C 0.88 -4.56 2.61  C12 1.525, H53 1.089, H54 1.090, H55 1.086
14 C 1.48 0.90 1.87  N8 1.504, C15 1.545, C20 1.538, H56 1.090
15 C 1.22 1.17 3.37  C14 1.545, Br16 1.953, C17 1.529, H57 1.082
16 Br 2.44 2.58 3.94  C15 1.953
17 C -0.22 1.53 3.75  C15 1.529, C18 1.511, Br19 1.958, H58 1.086
18 C -1.23 0.46 3.40  C17 1.511, H59 1.089, H60 1.085, H61 1.085
19 Br -0.30 1.84 5.68  C17 1.958
20 C 1.00 2.00 0.90  C14 1.538, C21 1.549, C29 1.554, H62 1.089
21 C 2.03 3.14 0.69  C20 1.549, C22 1.520, H63 1.089, H64 1.087
22 C 1.47 4.49 1.11  C21 1.520, C23 1.540, H65 1.087, H66 1.089
23 C 0.20 4.84 0.31  C22 1.540, C24 1.516, H67 1.087, H68 1.091
24 C -0.98 5.09 1.22  C23 1.516, O25 1.425, H69 1.087, H70 1.090
25 O -2.20 5.14 0.48  C24 1.425, C26 1.357
26 C -2.89 4.00 0.27  O25 1.357, C27 1.502, O28 1.200
27 C -3.14 3.12 1.47  C26 1.502, H71 1.088, H72 1.088, H73 1.083
28 O -3.34 3.75 -0.82  C26 1.200
29 C 0.54 1.37 -0.44  C20 1.554, C30 1.535, N35 1.485, H74 1.087
30 C -0.98 1.22 -0.48  C29 1.535, C31 1.515, H75 1.092, H76 1.088
31 C -1.58 0.16 -1.38  C30 1.515, C32 1.544, H77 1.090, H78 1.091
32 C -3.13 0.20 -1.32  C31 1.544, C33 1.519, C34 1.525, H79 1.091
33 C -3.68 -1.00 -0.58  C32 1.519, H80 1.088, H81 1.093, H82 1.092
34 C -3.72 0.29 -2.72  C32 1.525, H83 1.089, H84 1.087, H85 1.091
35 N 1.22 0.08 -0.75  C7 1.360, C29 1.485, P36 1.798
36 P 2.91 0.36 -1.29  N35 1.798, C37 1.816, O38 1.642
37 C 2.63 0.26 -3.08  P36 1.816, H86 1.091, H87 1.087, H88 1.087
38 O 3.50 -1.14 -0.96  P36 1.642, H89 0.966
39 H 0.08 -7.06 0.44  C1 1.062
40 H -1.48 -3.17 0.00  C3 1.092
41 H -2.30 -4.07 -1.25  C3 1.088
42 H -0.20 -3.96 -2.66  C4 1.088
43 H -0.92 -2.40 -2.34  C4 1.088
44 H 1.57 -3.68 -1.21  C5 1.088
45 H 1.44 -2.16 -2.06  C5 1.078
46 H 0.79 -2.74 0.77  N6 1.013
47 H 2.61 -2.51 1.78  C10 1.091
48 H 2.94 -1.10 2.77  C10 1.082
49 H 3.20 -2.68 4.39  C11 1.089
50 H 1.47 -2.39 4.56  C11 1.091
51 H 2.90 -4.77 3.37  C12 1.089
52 H 1.67 -4.72 4.59  C12 1.089
53 H 0.06 -3.85 2.71  C13 1.089
54 H 1.26 -4.53 1.59  C13 1.090
55 H 0.46 -5.55 2.76  C13 1.086
56 H 2.56 0.81 1.75  C14 1.090
57 H 1.51 0.31 3.96  C15 1.082
58 H -0.51 2.48 3.32  C17 1.086
59 H -1.29 0.39 2.32  C18 1.089
60 H -2.23 0.67 3.75  C18 1.085
61 H -0.90 -0.52 3.76  C18 1.085
62 H 0.10 2.47 1.29  C20 1.089
63 H 2.31 3.20 -0.36  C21 1.089
64 H 2.95 2.93 1.23  C21 1.087
65 H 2.23 5.24 0.92  C22 1.087
66 H 1.24 4.49 2.17  C22 1.089
67 H 0.36 5.73 -0.29  C23 1.087
68 H -0.05 4.04 -0.39  C23 1.091
69 H -0.86 6.06 1.71  C24 1.087
70 H -1.03 4.35 2.02  C24 1.090
71 H -2.21 2.71 1.87  C27 1.088
72 H -3.61 3.70 2.26  C27 1.088
73 H -3.78 2.31 1.17  C27 1.083
74 H 0.81 2.05 -1.25  C29 1.087
75 H -1.36 2.18 -0.84  C30 1.092
76 H -1.39 1.10 0.52  C30 1.088
77 H -1.27 -0.83 -1.05  C31 1.090
78 H -1.25 0.29 -2.41  C31 1.091
79 H -3.43 1.10 -0.77  C32 1.091
80 H -4.73 -0.88 -0.35  C33 1.088
81 H -3.16 -1.18 0.37  C33 1.093
82 H -3.59 -1.91 -1.18  C33 1.092
83 H -3.50 1.25 -3.18  C34 1.089
84 H -4.80 0.14 -2.71  C34 1.087
85 H -3.28 -0.48 -3.35  C34 1.091
86 H 3.47 -0.21 -3.58  C37 1.091
87 H 2.49 1.26 -3.47  C37 1.087
88 H 1.73 -0.32 -3.31  C37 1.087
89 H 4.03 -1.46 -1.70  O38 0.966
90 C 2.62 3.26 -6.73  C91 1.518, H95 1.091, H96 1.090, H97 1.090
91 C 2.42 1.76 -6.61  C90 1.518, O92 1.417, H98 1.091, H99 1.096
92 O 1.17 1.37 -6.08  C91 1.417, C93 1.420
93 C 0.02 1.78 -6.81  O92 1.420, C94 1.518, H100 1.095, H101 1.090
94 C -0.03 1.26 -8.24  C93 1.518, H102 1.090, H103 1.090, H104 1.091
95 H 2.50 3.74 -5.76  C90 1.091
96 H 3.63 3.47 -7.09  C90 1.090
97 H 1.92 3.72 -7.42  C90 1.090
98 H 3.16 1.35 -5.92  C91 1.091
99 H 2.60 1.27 -7.58  C91 1.096
100 H -0.07 2.87 -6.80  C93 1.095
101 H -0.82 1.39 -6.25  C93 1.090
102 H 0.79 1.64 -8.84  C94 1.090
103 H -0.96 1.57 -8.71  C94 1.090
104 H 0.02 0.17 -8.25  C94 1.091
105 C -6.21 -2.17 5.06  C106 1.518, H110 1.091, H111 1.090, H112 1.091
106 C -4.77 -1.75 5.26  C105 1.518, O107 1.419, H113 1.091, H114 1.096
107 O -4.52 -0.37 5.02  C106 1.419, C108 1.419
108 C -5.25 0.54 5.83  O107 1.419, C109 1.518, H115 1.096, H116 1.091
109 C -4.99 0.38 7.32  C108 1.518, H117 1.090, H118 1.090, H119 1.091
110 H -6.54 -1.94 4.04  C105 1.091
111 H -6.30 -3.25 5.22  C105 1.090
112 H -6.88 -1.68 5.75  C105 1.091
113 H -4.12 -2.27 4.55  C106 1.091
114 H -4.43 -2.02 6.26  C106 1.096
115 H -6.33 0.47 5.62  C108 1.096
116 H -4.93 1.53 5.51  C108 1.091
117 H -5.31 -0.60 7.69  C109 1.090
118 H -5.53 1.14 7.88  C109 1.090
119 H -3.92 0.49 7.53  C109 1.091
120 C -8.78 0.40 2.38  C121 1.518, H125 1.091, H126 1.090, H127 1.090
121 C -7.86 0.19 1.19  C120 1.518, O122 1.417, H128 1.092, H129 1.096
122 O -7.83 -1.14 0.71  C121 1.417, C123 1.419
123 C -9.07 -1.67 0.25  O122 1.419, C124 1.518, H130 1.096, H131 1.090
124 C -9.69 -0.90 -0.90  C123 1.518, H132 1.090, H133 1.090, H134 1.091
125 H -8.49 -0.28 3.19  C120 1.091
126 H -8.70 1.42 2.74  C120 1.090
127 H -9.82 0.20 2.14  C120 1.090
128 H -6.83 0.40 1.48  C121 1.092
129 H -8.11 0.88 0.38  C121 1.096
130 H -9.78 -1.75 1.08  C123 1.096
131 H -8.84 -2.68 -0.06  C123 1.090
132 H -9.95 0.13 -0.62  C124 1.090
133 H -10.60 -1.39 -1.23  C124 1.090
134 H -9.00 -0.85 -1.74  C124 1.091
135 C 8.05 1.99 4.55  C136 1.518, H140 1.090, H141 1.090, H142 1.091
136 C 8.01 0.49 4.34  C135 1.518, O137 1.420, H143 1.089, H144 1.096
137 O 6.74 -0.10 4.57  C136 1.420, C138 1.410
138 C 5.68 0.36 3.77  O137 1.410, C139 1.522, H145 1.095, H146 1.090
139 C 5.88 0.13 2.28  C138 1.522, H147 1.090, H148 1.093, H149 1.092
140 H 7.73 2.24 5.56  C135 1.090
141 H 9.06 2.36 4.40  C135 1.090
142 H 7.40 2.52 3.85  C135 1.091
143 H 8.68 0.00 5.04  C136 1.089
144 H 8.37 0.23 3.33  C136 1.096
145 H 5.47 1.42 3.97  C138 1.095
146 H 4.81 -0.19 4.13  C138 1.090
147 H 6.73 0.68 1.89  C139 1.090
148 H 5.00 0.47 1.72  C139 1.093
149 H 6.04 -0.93 2.07  C139 1.092
150 C 8.07 -1.19 -6.28  C151 1.518, H155 1.090, H156 1.090, H157 1.090
151 C 6.74 -1.21 -5.55  C150 1.518, O152 1.418, H158 1.091, H159 1.097
152 O 5.68 -0.55 -6.23  C151 1.418, C153 1.421
153 C 5.36 -1.08 -7.51  O152 1.421, C154 1.519, H160 1.095, H161 1.090
154 C 4.92 -2.53 -7.49  C153 1.519, H162 1.090, H163 1.090, H164 1.091
155 H 8.37 -0.17 -6.49  C150 1.090
156 H 8.83 -1.66 -5.66  C150 1.090
157 H 8.02 -1.74 -7.22  C150 1.090
158 H 6.83 -0.67 -4.60  C151 1.091
159 H 6.45 -2.24 -5.29  C151 1.097
160 H 6.19 -0.94 -8.21  C153 1.095
161 H 4.54 -0.46 -7.87  C153 1.090
162 H 5.71 -3.20 -7.15  C154 1.090
163 H 4.64 -2.85 -8.49  C154 1.090
164 H 4.06 -2.66 -6.83  C154 1.091